1.
{
  "formula": "C49H117N7O13",
  "method": "ωB97M-V/def2-TZVPD",
  "max_force_ev_per_a": 2.59,
  "total_energy_ha": -3298.22014,
  "de_lowest_kj_mol": 63.6,
  "gap_ev": 8.22,
  "smiles": "CC1(C)CCCC(C)(C)N1O.CC1(C)CCCC(C)(C)N1O.COCCNCCOC.COCCNCCOC.COCCNCCOC.COCCNCCOC.COCCNCCOC.CO",
  "symbols": ["C", "O", "C", "C", "N", "C", "C", "O", "C", "H", "H", "H", "H", "H", "H", "H", "H", "H", "H", "H", "H", "H", "H", "H", "C", "O", "C", "C", "N", "C", "C", "O", "C", "H", "H", "H", "H", "H", "H", "H", "H", "H", "H", "H", "H", "H", "H", "H", "C", "O", "C", "C", "N", "C", "C", "O", "C", "H", "H", "H", "H", "H", "H", "H", "H", "H", "H", "H", "H", "H", "H", "H", "C", "O", "C", "C", "N", "C", "C", "O", "C", "H", "H", "H", "H", "H", "H", "H", "H", "H", "H", "H", "H", "H", "H", "H", "C", "O", "C", "C", "N", "C", "C", "O", "C", "H", "H", "H", "H", "H", "H", "H", "H", "H", "H", "H", "H", "H", "H", "H", "C", "C", "C", "C", "C", "C", "N", "O", "C", "C", "C", "H", "H", "H", "H", "H", "H", "H", "H", "H", "H", "H", "H", "H", "H", "H", "H", "H", "H", "H", "C", "C", "C", "C", "C", "C", "N", "O", "C", "C", "C", "H", "H", "H", "H", "H", "H", "H", "H", "H", "H", "H", "H", "H", "H", "H", "H", "H", "H", "H", "C", "O", "H", "H", "H", "H"],
  "coordinates": [[25.4964, -14.1856, -8.3166], [25.3104, -13.6398, -7.0555], [26.2939, -14.0617, -6.1425], [25.8062, -13.8300, -4.7400], [24.4010, -14.2949, -4.4931], [23.9041, -13.5286, -3.3860], [22.6945, -14.0802, -2.7426], [21.5829, -13.9429, -3.5962], [20.4309, -14.4620, -3.0429], [25.8258, -15.2323, -8.2799], [26.2717, -13.6289, -8.8743], [24.5858, -14.1216, -8.9028], [27.2095, -13.4625, -6.2438], [26.5522, -15.1260, -6.2753], [25.9300, -12.7355, -4.5734], [26.5082, -14.3129, -4.0495], [23.9098, -13.9326, -5.3366], [23.7624, -12.4731, -3.6482], [24.6600, -13.5730, -2.5847], [22.4687, -13.4795, -1.8390], [22.7982, -15.1211, -2.3976], [20.3139, -15.5514, -3.1895], [19.5910, -13.9900, -3.5553], [20.3183, -14.2589, -1.9670], [21.5559, -14.1182, -9.3145], [21.2474, -13.2432, -8.2343], [21.8225, -11.9253, -8.3844], [21.3231, -11.0555, -7.2579], [21.8418, -11.5089, -5.9791], [21.2064, -10.9855, -4.8216], [19.7536, -11.3925, -4.6054], [18.9281, -10.5059, -5.2274], [17.6614, -11.1010, -5.5605], [21.0504, -13.8001, -10.2352], [21.1926, -15.1178, -9.0569], [22.6435, -14.1891, -9.4578], [21.5044, -11.4762, -9.3396], [22.9221, -12.0205, -8.3421], [20.2207, -11.0733, -7.2711], [21.6292, -10.0135, -7.4304], [21.9592, -12.5102, -5.9652], [21.2763, -9.8919, -4.7476], [21.7883, -11.3666, -3.9755], [19.5044, -11.4900, -3.5421], [19.6888, -12.3773, -5.1102], [17.7568, -11.8597, -6.3552], [16.9970, -10.2992, -5.8778], [17.1922, -11.5742, -4.6719], [27.6373, -18.0322, 1.3407], [26.6982, -17.2886, 0.6114], [26.6121, -17.7102, -0.7300], [26.0028, -16.6130, -1.5438], [26.2819, -16.7639, -2.9655], [25.7530, -18.0076, -3.6325], [24.2386, -18.1205, -3.5784], [23.8017, -19.2001, -4.3850], [22.3813, -19.2292, -4.5047], [27.6832, -17.6066, 2.3373], [28.6355, -17.9312, 0.8827], [27.3552, -19.0890, 1.4028], [26.0379, -18.6535, -0.8616], [27.6213, -17.9374, -1.1511], [26.3999, -15.6490, -1.2039], [24.9148, -16.5452, -1.2977], [25.7826, -16.0170, -3.4642], [26.2273, -18.8918, -3.1937], [26.0297, -17.9714, -4.6922], [23.8160, -17.1644, -3.9267], [23.9277, -18.3148, -2.5331], [22.0267, -18.3675, -5.0954], [21.8998, -19.2053, -3.5161], [22.0765, -20.1084, -5.0597], [20.9421, -25.9329, -6.8086], [20.4554, -25.5674, -8.0800], [21.1219, -24.5151, -8.6599], [20.6278, -24.3044, -10.0624], [21.1259, -25.1182, -11.1548], [20.8942, -26.5293, -11.1068], [21.5961, -27.1611, -12.2874], [22.9620, -26.9409, -12.2942], [23.5847, -27.3741, -11.1622], [20.2421, -26.5958, -6.3035], [21.1271, -25.0620, -6.1612], [21.8876, -26.5098, -6.9060], [22.2169, -24.6834, -8.6489], [20.9558, -23.5971, -8.0522], [20.7670, -23.2537, -10.3207], [19.5344, -24.4235, -10.0082], [22.1216, -24.9666, -11.2796], [19.8186, -26.7022, -11.1372], [21.2833, -27.0222, -10.2112], [21.2529, -26.7260, -13.2278], [21.4118, -28.2425, -12.3829], [24.6577, -27.3882, -11.3658], [23.3241, -28.4216, -10.9224], [23.3908, -26.7240, -10.3059], [19.4261, -22.1919, -4.9467], [19.7669, -20.8759, -5.2899], [19.1664, -20.4779, -6.4633], [19.7424, -19.1648, -6.9260], [19.1540, -18.0380, -6.1896], [19.5475, -16.6887, -6.6590], [20.9757, -16.2455, -6.4502], [21.8227, -17.0651, -7.1488], [23.2016, -16.6592, -7.0490], [19.7657, -22.4090, -3.9412], [19.8969, -22.9140, -5.6493], [18.3445, -22.3913, -5.0411], [18.0737, -20.4767, -6.3635], [19.3928, -21.1854, -7.2897], [19.3421, -19.1289, -7.9547], [20.8213, -19.2380, -6.9153], [19.2781, -18.2239, -5.1967], [18.9097, -15.9759, -6.1334], [19.3093, -16.6897, -7.7244], [21.1920, -16.2128, -5.3733], [21.0756, -15.2126, -6.8442], [23.5061, -16.4502, -6.0153], [23.3574, -15.7390, -7.6594], [23.8686, -17.3957, -7.4928], [13.9662, -18.1383, -8.4839], [14.9834, -17.0148, -8.2693], [14.4176, -15.6866, -8.7513], [13.4519, -15.0861, -7.7610], [14.0324, -14.9580, -6.3984], [14.7244, -16.2049, -5.9007], [15.4399, -16.8579, -6.9287], [16.1883, -17.9925, -6.4190], [15.7371, -15.8359, -4.8535], [13.7076, -17.1391, -5.2522], [16.1910, -17.3150, -9.1691], [13.0145, -17.9830, -7.9719], [14.3917, -19.0987, -8.1735], [13.7528, -18.2535, -9.5542], [15.2414, -15.0362, -9.0512], [13.8553, -15.9420, -9.6652], [12.5438, -15.7021, -7.7118], [13.0676, -14.1111, -8.0820], [13.1590, -14.8093, -5.7401], [14.6477, -14.0807, -6.2226], [15.3147, -15.2998, -4.0015], [16.2917, -16.7181, -4.5341], [16.4996, -15.1518, -5.2790], [14.1611, -18.0846, -4.9611], [13.2502, -16.6673, -4.3755], [12.8751, -17.3405, -5.9417], [16.5636, -18.3314, -8.9960], [17.0197, -16.6083, -9.0245], [15.9308, -17.2313, -10.2302], [17.1407, -17.8371, -6.6558], [15.6080, -21.5591, -8.7586], [15.7579, -23.0251, -8.4660], [16.7942, -23.1447, -7.3448], [16.8759, -24.5236, -6.7248], [15.4569, -24.9362, -6.2317], [14.3837, -24.8350, -7.3056], [14.5086, -23.5649, -7.9773], [13.3837, -23.2368, -8.7902], [14.5204, -26.0272, -8.2622], [13.0171, -24.9110, -6.6580], [16.3315, -23.7259, -9.7310], [15.4279, -21.0273, -7.8060], [14.8164, -21.3638, -9.4775], [16.5323, -21.0881, -9.1162], [17.8221, -22.9044, -7.6447], [16.5332, -22.4440, -6.5349], [17.5575, -24.5351, -5.8631], [17.3436, -25.2527, -7.4037], [15.2321, -24.2308, -5.4162], [15.4949, -25.9510, -5.8279], [13.7453, -26.0347, -9.0377], [15.4584, -25.9866, -8.8223], [14.5647, -27.0016, -7.7643], [12.8503, -24.1073, -5.9361], [12.2301, -24.8265, -7.4178], [12.8375, -25.8816, -6.1874], [15.5699, -23.9595, -10.4840], [16.8590, -24.6525, -9.5034], [17.0706, -23.0855, -10.2331], [13.0039, -22.4503, -8.3706], [23.4742, -19.5702, -9.2976], [24.1939, -20.1655, -10.3509], [24.0337, -19.6888, -8.3593], [23.4718, -18.5063, -9.5134], [22.4610, -19.9561, -9.1914], [24.3511, -21.0894, -10.1381]],
  "lowdin_charge": [-0.1294, -0.1865, -0.2283, -0.2035, -0.0255, -0.2453, -0.2313, -0.1991, -0.1354, 0.0911, 0.0993, 0.0560, 0.1317, 0.1253, 0.1273, 0.1082, 0.1071, 0.1231, 0.1285, 0.1333, 0.1246, 0.0877, 0.0734, 0.0974, -0.0978, -0.2162, -0.1981, -0.2013, -0.0509, -0.2137, -0.2837, -0.1896, -0.0857, 0.0937, 0.0779, 0.0661, 0.1259, 0.1237, 0.1158, 0.1287, 0.0920, 0.1301, 0.0953, 0.1266, 0.1162, 0.0883, 0.0837, 0.0918, -0.1208, -0.1823, -0.2597, -0.2375, -0.0475, -0.1730, -0.2495, -0.1811, -0.0893, 0.0845, 0.0909, 0.0892, 0.1275, 0.1335, 0.1231, 0.1160, 0.0533, 0.1126, 0.1159, 0.1011, 0.1242, 0.0639, 0.0984, 0.0751, -0.1037, -0.1959, -0.2710, -0.2000, -0.0440, -0.2327, -0.2383, -0.1764, -0.1502, 0.0860, 0.0795, 0.0949, 0.1281, 0.1170, 0.1165, 0.1152, 0.1086, 0.1302, 0.1013, 0.1282, 0.1269, 0.0952, 0.1034, 0.0774, -0.0933, -0.1812, -0.2635, -0.1932, -0.0413, -0.1638, -0.2684, -0.2033, -0.0516, 0.0921, 0.0810, 0.0781, 0.1235, 0.1181, 0.1302, 0.0962, 0.1229, 0.1133, 0.1157, 0.1113, 0.1133, 0.0721, 0.0756, 0.0744, -0.0219, -0.5421, -0.1351, -0.1858, -0.1428, -0.5726, -0.0858, -0.0442, -0.0437, -0.0248, -0.0334, 0.0699, 0.0581, 0.0893, 0.1229, 0.1251, 0.1139, 0.1181, 0.1271, 0.1161, 0.0891, 0.0795, 0.0842, 0.0846, 0.0858, 0.0732, 0.0708, 0.0828, 0.0892, 0.0690, -0.0507, -0.5127, -0.1614, -0.1746, -0.1189, -0.5456, -0.0937, -0.0145, -0.0257, -0.0429, -0.0230, 0.0845, 0.0853, 0.0895, 0.1106, 0.1131, 0.1010, 0.1056, 0.1239, 0.1205, 0.0911, 0.0594, 0.0865, 0.0889, 0.0809, 0.0896, 0.0900, 0.0547, 0.0798, 0.1100, -0.1724, -0.1162, 0.0804, 0.0719, 0.0744, 0.0727]
}

=====

2.
{
  "formula": "C4H11NP",
  "method": "ωB97M-V/def2-TZVPD",
  "max_force_ev_per_a": 5.00,
  "charge": 1,
  "total_energy_ha": -554.70918,
  "de_lowest_kj_mol": 379.5,
  "gap_ev": 8.10,
  "symbols": ["C", "C", "C", "C", "N", "P", "H", "H", "H", "H", "H", "H", "H", "H", "H", "H", "H"],
  "coordinates": [[0.2797, 0.2849, 0.6798], [0.8746, 0.2623, 2.0378], [2.3517, -0.0222, -0.5164], [0.8385, 0.1516, -0.4804], [-2.6700, -0.5753, -1.4590], [-2.3397, 0.1010, 0.3513], [1.6271, 0.9630, 2.0964], [1.3521, -0.7483, 2.2299], [0.1189, 0.3539, 2.9556], [2.7863, 0.0483, -1.5452], [2.9873, 0.5410, 0.1789], [2.4875, -0.9890, -0.0493], [0.2610, 0.4246, -1.3743], [-1.9696, -0.1983, -2.0672], [-3.4715, -0.3750, -1.9397], [-2.6392, -1.5350, -1.2261], [-2.8747, 1.3124, 0.1278]],
  "lowdin_charge": [-0.1955, -0.0955, -0.0726, -0.2140, -0.0407, 0.9158, 0.0501, 0.1151, 0.1384, 0.1002, 0.0876, 0.0780, 0.0875, 0.0884, 0.0709, 0.0715, -0.1852]
}

=====

3.
{
  "formula": "C23H58F2N3O15S2",
  "method": "ωB97M-V/def2-TZVPD",
  "max_force_ev_per_a": 11.97,
  "charge": -1,
  "total_energy_ha": -3199.84971,
  "de_lowest_kj_mol": 0.0,
  "gap_ev": 8.63,
  "symbols": ["N", "S", "O", "O", "F", "S", "O", "O", "F", "C", "O", "C", "C", "N", "C", "C", "O", "C", "H", "H", "H", "H", "H", "H", "H", "H", "H", "H", "H", "H", "H", "H", "H", "C", "C", "C", "C", "C", "C", "N", "O", "C", "C", "C", "H", "H", "H", "H", "H", "H", "H", "H", "H", "H", "H", "H", "H", "H", "H", "H", "H", "H", "H", "C", "C", "O", "O", "H", "H", "H", "H", "H", "H", "C", "C", "O", "O", "H", "H", "H", "H", "H", "H", "C", "C", "O", "O", "H", "H", "H", "H", "H", "H", "C", "C", "O", "O", "H", "H", "H", "H", "H", "H"],
  "coordinates": [[-0.8331, -1.5293, -0.7282], [0.5189, -1.1365, -0.2254], [1.5611, -2.1306, 0.1061], [0.6436, 0.2261, 0.4085], [0.9298, -0.6720, -1.6648], [-1.2894, -2.2501, 0.7218], [-1.3736, -1.4757, 1.9176], [-0.7604, -3.5753, 0.9497], [-2.8698, -2.4543, 0.3962], [-5.5922, 2.1758, -2.9416], [-4.7039, 1.1401, -3.1152], [-4.2369, 0.7727, -4.4050], [-3.4035, 2.0533, -4.9836], [-2.4060, 2.5725, -4.0703], [-1.1229, 1.9088, -4.2069], [-0.2554, 2.1109, -2.8747], [1.1456, 1.9685, -3.1976], [1.9811, 2.4493, -2.1720], [-6.1368, 2.4528, -3.8442], [-5.2062, 3.0593, -2.4330], [-6.4299, 1.8239, -2.3395], [-4.9521, 0.4912, -5.1779], [-3.4817, 0.0000, -4.2615], [-4.0489, 2.9241, -5.0989], [-3.0525, 1.7336, -5.9648], [-2.8670, 2.3149, -3.2094], [-0.6413, 2.2025, -5.1396], [-1.2840, 0.8679, -4.4873], [-0.6008, 1.4339, -2.0934], [-0.3406, 3.1529, -2.5663], [2.0666, 3.5348, -2.2210], [3.0199, 2.1191, -2.1712], [1.5528, 2.2579, -1.1881], [6.8659, 1.7504, 2.4236], [5.8036, 2.9313, 2.5584], [5.3878, 3.4166, 1.1470], [4.4922, 2.4492, 0.4600], [3.1371, 2.3928, 1.1570], [3.3845, 1.9460, 2.6671], [4.4894, 2.7129, 3.2876], [4.5650, 2.5143, 4.6368], [2.0691, 2.3852, 3.3373], [3.6055, 0.3862, 2.8100], [6.5985, 4.0931, 3.1260], [7.9218, 1.9596, 2.2516], [6.5304, 0.9729, 1.7372], [6.8038, 1.3415, 3.4321], [4.8276, 4.3454, 1.2541], [6.2198, 3.7392, 0.5210], [4.9620, 1.4695, 0.3739], [4.2299, 2.7967, -0.5392], [2.3571, 1.7587, 0.7356], [2.7952, 3.4277, 1.1735], [1.2902, 1.7899, 2.8609], [2.0356, 2.2179, 4.4138], [1.7701, 3.4305, 3.2599], [2.9102, -0.1581, 2.1710], [4.6438, 0.1675, 2.5603], [3.3446, 0.0482, 3.8129], [7.0585, 4.7767, 2.4124], [7.2914, 3.8274, 3.9244], [5.8372, 4.7729, 3.5083], [4.6616, 1.5592, 4.6449], [-5.5522, -4.0021, 1.8017], [-4.7317, -5.3111, 1.6466], [-3.6095, -5.2512, 2.4589], [-6.2800, -3.8665, 0.4874], [-4.8060, -3.2155, 1.9139], [-6.2399, -3.9524, 2.6459], [-4.3443, -5.5306, 0.6517], [-5.2545, -6.2203, 1.9434], [-3.0991, -6.0344, 2.2405], [-6.9703, -4.5321, 0.5331], [1.8081, -5.2829, 1.7708], [3.1542, -4.9171, 1.2214], [3.4938, -3.5642, 1.3606], [0.9061, -5.8063, 0.8576], [1.4136, -4.4902, 2.4065], [2.0611, -6.0272, 2.5259], [3.2010, -5.1187, 0.1512], [3.9418, -5.4642, 1.7395], [2.9573, -2.9086, 0.9089], [0.2154, -5.1506, 0.7362], [-2.9188, -2.4930, -3.2014], [-1.4635, -2.7584, -3.6883], [-0.5889, -3.2138, -2.6480], [-2.8977, -1.4049, -2.4515], [-3.3132, -3.3523, -2.6589], [-3.5109, -2.1762, -4.0600], [-1.0630, -1.8407, -4.1190], [-1.6548, -3.5482, -4.4147], [-0.6677, -2.5024, -2.0082], [-2.2052, -1.4766, -1.7905], [-4.3109, 1.9375, 1.3480], [-2.9020, 1.5660, 0.9130], [-2.9748, 0.4084, 0.1094], [-4.3926, 3.3157, 1.7033], [-4.6208, 1.2135, 2.1015], [-4.9912, 1.9337, 0.4964], [-2.2929, 1.3704, 1.7955], [-2.4845, 2.3065, 0.2308], [-2.0853, 0.1550, -0.1477], [-4.3456, 3.4615, 2.6510]],
  "lowdin_charge": [-0.2975, 0.5175, -0.2538, -0.3000, -0.1537, 0.6005, -0.2223, -0.2529, -0.1562, -0.1443, -0.1943, -0.1512, -0.2016, -0.0746, -0.1785, -0.1480, -0.1948, -0.1332, 0.0849, 0.0914, 0.0824, 0.1129, 0.0834, 0.0935, 0.1073, 0.0890, 0.1119, 0.0930, 0.1030, 0.1155, 0.0845, 0.0800, 0.0630, -0.0264, -0.4534, -0.1691, -0.1970, -0.1196, -0.4480, -0.1346, 0.0013, -0.0439, 0.0097, -0.0653, 0.0770, 0.0564, 0.0691, 0.1198, 0.1203, 0.1116, 0.0903, 0.0780, 0.1164, 0.0805, 0.0725, 0.0829, 0.0747, 0.0683, 0.0793, 0.0790, 0.0794, 0.0837, 0.0787, -0.1462, -0.2804, -0.0703, -0.0971, 0.1030, 0.1105, 0.1201, 0.1067, 0.0900, 0.0597, -0.2848, -0.2526, -0.0917, -0.0510, 0.1251, 0.1028, 0.1217, 0.1100, 0.0208, 0.0317, -0.2961, -0.2087, -0.0681, -0.0673, 0.1253, 0.1118, 0.1136, 0.1087, -0.0361, 0.0083, -0.2289, -0.2337, -0.0863, -0.0749, 0.1239, 0.1151, 0.1198, 0.1206, 0.0199, 0.0768]
}